# 1
The molecule H2NO4P at a distorted geometry, computed with ωB97M-V/def2-TZVPD.

Output
energy above the lowest of the compared OMol25 structures with the same formula, charge and spin: 3.640 eV
HOMO energy: -10.678 eV
gap between HOMO and LUMO: 10.195 eV
SMILES: O=PON(O)O
charge: 0

Structure (XYZ):
```
8
Properties=species:S:1:pos:R:3:lowdin_charge:R:1
P 2.01 -0.56 0.35 0.861
O 2.86 0.04 -0.64 -0.437
O 0.64 0.30 -0.10 -0.383
O -1.02 -1.21 0.12 -0.053
O -1.61 0.80 0.13 -0.034
N -0.62 -0.01 0.66 -0.236
H -0.95 -1.13 -0.87 0.121
H -1.30 1.77 0.35 0.162
```

***

# 2
A cluster of 2 separate species, H2NO4S2 in total at a distorted geometry, computed with ωB97M-V/def2-TZVPD.

Output
energy above the lowest of the compared OMol25 structures with the same formula, charge and spin: 1.095 eV
HOMO energy: -4.279 eV
gap between HOMO and LUMO: 7.715 eV
charge: -1

Structure (XYZ):
```
9
Properties=species:S:1:pos:R:3:lowdin_charge:R:1
S 1.09 1.41 -1.70 0.444
S -1.63 0.04 -0.28 0.752
O 1.37 0.15 1.94 -0.111
O -0.04 -0.78 -1.33 -0.410
O -2.70 -0.79 -0.78 -0.480
O -1.20 -0.32 1.08 -0.493
N 0.97 -0.17 -1.78 -0.650
H 1.69 0.54 1.12 -0.020
H 0.45 -0.09 1.73 -0.032
```

***

# 3
A cluster of 3 separate species, H2NO4S2 in total at a distorted geometry, computed with ωB97M-V/def2-TZVPD.

Output
energy above the lowest of the compared OMol25 structures with the same formula, charge and spin: 1.741 eV
HOMO energy: -3.680 eV
gap between HOMO and LUMO: 6.890 eV
charge: -1

Structure (XYZ):
```
9
Properties=species:S:1:pos:R:3:lowdin_charge:R:1
S 1.93 -1.09 0.55 0.824
S 5.47 0.94 0.55 0.324
O 1.22 0.14 0.62 -0.453
O -1.02 -0.16 -1.07 -0.158
O 1.30 -2.14 -0.19 -0.437
O 3.81 -0.39 -0.84 -0.400
N 4.87 0.29 -0.79 -0.725
H -0.31 0.07 -0.37 0.000
H -0.29 -0.75 -1.42 0.025
```

***

# 4
The molecule H2NOP at a distorted geometry, computed with ωB97M-V/def2-TZVPD.

Output
energy above the lowest of the compared OMol25 structures with the same formula, charge and spin: 1.436 eV
HOMO energy: -9.810 eV
gap between HOMO and LUMO: 9.054 eV
SMILES: NP=O
charge: 0

Structure (XYZ):
```
5
Properties=species:S:1:pos:R:3:lowdin_charge:R:1
P -1.11 0.29 -0.49 0.833
O -1.53 -1.10 -0.48 -0.529
N 0.64 0.36 0.57 -0.196
H 1.09 1.07 0.17 -0.119
H 0.92 -0.62 0.23 0.011
```

***

# 5
The molecule H2O11P2 at a distorted geometry, computed with ωB97M-V/def2-TZVPD.

Output
HOMO energy (alpha / beta): -8.490 / -11.364 eV
gap between HOMO and LUMO (alpha / beta): 8.383 / 6.041 eV
spin multiplicity: 3
charge: 0

Structure (XYZ):
```
15
Properties=species:S:1:pos:R:3:lowdin_charge:R:1
P 1.80 -1.20 0.51 0.366
P 0.21 -0.71 -2.17 0.861
O 1.19 -1.14 -0.89 -0.447
O 1.28 1.94 0.83 0.021
O -2.02 1.37 0.74 -0.003
O -1.08 -1.08 -1.68 -0.355
O -0.78 0.81 0.54 -0.107
O 2.69 0.06 0.65 -0.152
O 0.11 1.65 -0.01 -0.050
O -2.85 1.14 -0.24 -0.096
O 2.30 1.38 0.20 -0.035
O -3.42 -0.10 -0.29 0.032
O 2.67 -2.32 0.74 -0.247
H 0.61 -1.14 1.70 0.148
H -2.70 -0.67 -0.62 0.066
```

***

# 6
The molecule H2O2 at a distorted geometry, computed with ωB97M-V/def2-TZVPD.

Output
energy above the lowest of the compared OMol25 structures with the same formula, charge and spin: 0.391 eV
HOMO energy: -10.068 eV
gap between HOMO and LUMO: 11.205 eV
SMILES: OO
charge: 0

Structure (XYZ):
```
4
Properties=species:S:1:pos:R:3:lowdin_charge:R:1
O 0.12 0.19 0.65 -0.049
O -0.05 -0.16 -0.65 -0.112
H -0.20 -1.18 -0.65 0.146
H -0.36 0.93 0.67 0.016
```

***

# 7
The molecule H2O2S2 at a distorted geometry, computed with ωB97M-V/def2-TZVPD.

Output
energy above the lowest of the compared OMol25 structures with the same formula, charge and spin: 0.806 eV
HOMO energy: -9.304 eV
gap between HOMO and LUMO: 8.965 eV
SMILES: OSSO
charge: 0

Structure (XYZ):
```
6
Properties=species:S:1:pos:R:3:lowdin_charge:R:1
S -1.26 0.24 0.79 0.556
S 0.39 1.64 0.08 0.539
O 1.61 0.52 0.37 -0.564
O -1.56 -0.98 -0.31 -0.512
H 1.56 -0.05 -0.39 -0.008
H -0.75 -1.37 -0.54 -0.012
```

***

# 8
The molecule H2O2Si2 at a distorted geometry, computed with ωB97M-V/def2-TZVPD.

Output
energy above the lowest of the compared OMol25 structures with the same formula, charge and spin: 0.378 eV
HOMO energy: -9.378 eV
gap between HOMO and LUMO: 8.282 eV
charge: 0

Structure (XYZ):
```
6
Properties=species:S:1:pos:R:3:lowdin_charge:R:1
Si -0.43 -1.04 -0.13 0.424
Si 0.23 2.11 0.17 0.794
O -0.64 0.54 0.05 -0.603
O 0.77 -1.52 -0.98 -0.393
H -1.47 -1.81 0.67 -0.004
H 1.54 1.71 0.22 -0.217
```

***

# 9
The molecule H2O2Si2 at a distorted geometry, computed with ωB97M-V/def2-TZVPD.

Output
energy above the lowest of the compared OMol25 structures with the same formula, charge and spin: 1.563 eV
HOMO energy: -10.229 eV
gap between HOMO and LUMO: 8.228 eV
charge: 0

Structure (XYZ):
```
6
Properties=species:S:1:pos:R:3:lowdin_charge:R:1
Si -1.08 0.48 0.12 0.237
Si 2.12 -0.21 0.43 0.906
O 0.31 0.56 -0.48 -0.577
O -1.60 -0.52 1.13 -0.382
H 1.95 -1.62 -0.37 -0.156
H -1.70 1.31 -0.81 -0.028
```

***

# 10
A cluster of 2 separate species, H2O3PS in total at a distorted geometry, computed with ωB97M-V/def2-TZVPD.

Output
energy above the lowest of the compared OMol25 structures with the same formula, charge and spin: 1.809 eV
HOMO energy (alpha / beta): -2.994 / -5.232 eV
gap between HOMO and LUMO (alpha / beta): 5.047 / 9.038 eV
charge: -1

Structure (XYZ):
```
7
Properties=species:S:1:pos:R:3:lowdin_charge:R:1
S 0.09 -3.00 -0.12 0.400
P -0.95 0.57 -0.15 0.499
O 0.13 -3.36 1.31 -0.452
O -1.08 -3.45 -0.85 -0.439
O 1.37 -3.08 -0.80 -0.435
H -1.46 1.59 0.80 -0.254
H -2.19 0.40 -0.66 -0.319
```

***

# 11
A cluster of 2 separate species, H2O4P2 in total at a distorted geometry, computed with ωB97M-V/def2-TZVPD.

Output
energy above the lowest of the compared OMol25 structures with the same formula, charge and spin: 5.812 eV
HOMO energy (alpha / beta): 0.516 / 0.425 eV
gap between HOMO and LUMO (alpha / beta): 6.505 / 6.557 eV
charge: -2

Structure (XYZ):
```
8
Properties=species:S:1:pos:R:3:lowdin_charge:R:1
P -0.40 1.57 -0.48 0.091
P 1.49 0.41 0.17 0.577
O -0.60 2.67 0.51 -0.522
O 3.89 1.17 -0.86 -0.851
O -1.56 0.74 -0.74 -0.486
O 1.32 -1.04 0.37 -0.644
H 0.15 2.10 -1.67 -0.045
H 1.37 0.65 1.46 -0.120
```

***

# 12
A cluster of 2 separate species, H2O4S in total at a distorted geometry, computed with ωB97M-V/def2-TZVPD.

Output
energy above the lowest of the compared OMol25 structures with the same formula, charge and spin: 0.283 eV
HOMO energy: -11.030 eV
gap between HOMO and LUMO: 10.298 eV
charge: 0

Structure (XYZ):
```
7
Properties=species:S:1:pos:R:3:lowdin_charge:R:1
S 1.16 0.70 -0.77 0.880
O 1.68 -0.46 -1.36 -0.391
O -1.30 -0.01 -0.25 -0.213
O -1.22 -0.23 1.12 -0.136
O 1.27 0.89 0.64 -0.434
H -1.38 -0.90 -0.80 0.160
H -0.20 0.01 1.43 0.135
```

***

# 13
A structure of composition H2O4S3 at a distorted geometry, computed with ωB97M-V/def2-TZVPD.

Output
energy above the lowest of the compared OMol25 structures with the same formula, charge and spin: 1.912 eV
HOMO energy: -9.654 eV
gap between HOMO and LUMO: 9.697 eV
charge: 0

Structure (XYZ):
```
9
Properties=species:S:1:pos:R:3:lowdin_charge:R:1
S -0.04 0.39 -1.12 0.857
S -0.46 -1.67 0.22 0.821
S 0.73 1.68 1.26 0.794
O 0.98 1.30 -1.58 -0.420
O -1.67 -1.27 -0.51 -0.548
O 0.79 -0.99 -0.58 -0.599
O -0.49 0.92 0.38 -0.853
H 0.03 -3.12 0.03 0.055
H 0.13 2.75 1.90 -0.107
```

***

# 14
A structure of composition H2ORb, computed with ωB97M-V/def2-TZVPD.

Output
energy above the lowest of the compared OMol25 structures with the same formula, charge and spin: 0.220 eV
HOMO energy: -16.434 eV
gap between HOMO and LUMO: 12.169 eV
charge: +1

Structure (XYZ):
```
4
Properties=species:S:1:pos:R:3:lowdin_charge:R:1
Rb -0.20 -2.28 -0.46 1.040
O 0.03 0.51 0.45 -0.145
H -0.62 1.18 0.15 0.066
H 0.79 0.60 -0.14 0.038
```

***

# 15
A structure of composition H2ORb, computed with ωB97M-V/def2-TZVPD.

Output
energy above the lowest of the compared OMol25 structures with the same formula, charge and spin: 0.197 eV
HOMO energy: -16.453 eV
gap between HOMO and LUMO: 12.226 eV
charge: +1

Structure (XYZ):
```
4
Properties=species:S:1:pos:R:3:lowdin_charge:R:1
Rb -0.44 -1.59 -1.67 1.057
O 0.13 0.55 0.17 -0.155
H 0.55 -0.14 0.70 0.029
H -0.24 1.18 0.80 0.069
```

***

# 16
The molecule H2P4S3 at a distorted geometry, computed with ωB97M-V/def2-TZVPD.

Output
energy above the lowest of the compared OMol25 structures with the same formula, charge and spin: 0.779 eV
HOMO energy (alpha / beta): -7.393 / -8.788 eV
gap between HOMO and LUMO (alpha / beta): 7.235 / 5.198 eV
spin multiplicity: 3
charge: 0

Structure (XYZ):
```
9
Properties=species:S:1:pos:R:3:lowdin_charge:R:1
S 1.85 0.96 1.19 0.125
S 0.65 1.47 -1.78 -0.018
S 0.99 -1.70 -0.52 -0.025
P -1.28 1.71 -0.73 0.232
P 2.03 0.20 -0.68 -0.191
P -0.83 -1.46 0.58 0.069
P -1.05 0.58 1.31 0.107
H -1.70 0.48 -1.26 -0.211
H -0.65 -2.24 1.90 -0.088
```

***

# 17
The molecule H2S at a distorted geometry, computed with ωB97M-V/def2-TZVPD.

Output
energy above the lowest of the compared OMol25 structures with the same formula, charge and spin: 0.067 eV
HOMO energy: -9.795 eV
gap between HOMO and LUMO: 10.765 eV
SMILES: S
charge: 0

Structure (XYZ):
```
3
Properties=species:S:1:pos:R:3:lowdin_charge:R:1
S 0.05 0.01 0.09 0.404
H -1.29 0.04 -0.34 -0.186
H 0.56 -0.16 -1.16 -0.218
```

***

# 18
A cluster of 15 separate species, H30O15 in total at a distorted geometry, computed with ωB97M-V/def2-TZVPD.

Output
energy above the lowest of the compared OMol25 structures with the same formula, charge and spin: 6.371 eV
HOMO energy: -8.847 eV
gap between HOMO and LUMO: 8.707 eV
charge: 0

Structure (XYZ):
```
45
Properties=species:S:1:pos:R:3:lowdin_charge:R:1
O 2.88 1.96 -0.84 -0.045
O -0.66 -1.06 0.12 -0.022
O -3.45 2.91 -1.92 -0.085
O -1.25 0.32 4.75 -0.015
O 0.09 2.88 -3.43 -0.007
O 2.98 -2.42 -0.32 -0.024
O -3.69 -2.92 0.09 -0.043
O 1.14 -1.93 2.18 -0.102
O 3.23 -0.47 1.92 -0.071
O -4.05 0.37 0.40 -0.056
O -0.58 -1.75 -2.59 -0.030
O 1.96 0.42 -3.06 -0.072
O 0.81 0.81 1.97 -0.028
O 0.97 -3.97 2.48 -0.072
O -1.22 4.08 -1.72 -0.045
H -4.60 0.64 -0.32 0.015
H -0.24 -0.77 -0.65 -0.019
H 1.69 -1.85 2.99 0.099
H 1.42 1.00 1.32 -0.048
H -3.99 3.72 -1.92 0.049
H -1.52 -0.62 0.11 0.035
H 1.84 -3.87 2.75 -0.010
H -3.19 2.86 -0.94 0.068
H -0.91 -0.81 -2.58 0.060
H -2.95 -2.98 -0.55 0.051
H 1.32 1.04 2.78 0.077
H 0.46 2.44 -2.67 0.034
H -0.75 0.30 4.00 -0.052
H -0.74 -2.19 -3.38 0.002
H -3.39 -2.48 0.84 -0.021
H 3.82 -1.08 1.42 0.047
H -4.65 0.00 1.09 0.064
H 2.47 -0.54 1.39 -0.033
H 0.32 -1.78 2.54 0.017
H 2.86 -3.34 -0.19 0.020
H -0.72 1.00 5.19 0.051
H -1.11 3.46 -2.37 -0.081
H 0.97 -3.45 1.65 0.034
H 3.93 -2.34 -0.53 0.061
H 3.77 2.24 -0.64 0.047
H 0.13 2.30 -4.16 0.041
H 2.35 2.24 -0.07 0.044
H 1.15 1.01 -3.12 0.014
H 2.74 0.98 -3.04 0.026
H -1.62 3.66 -0.95 0.025
```

***

# 19
A cluster of 15 separate species, H30O15 in total at a distorted geometry, computed with ωB97M-V/def2-TZVPD.

Output
energy above the lowest of the compared OMol25 structures with the same formula, charge and spin: 1.099 eV
HOMO energy: -9.755 eV
gap between HOMO and LUMO: 9.267 eV
charge: 0

Structure (XYZ):
```
45
Properties=species:S:1:pos:R:3:lowdin_charge:R:1
O 2.92 1.28 0.86 -0.040
O 1.01 2.87 -0.93 -0.047
O 0.92 -0.49 1.92 -0.073
O 1.45 -2.18 -0.78 -0.031
O 3.65 -1.36 1.63 -0.011
O -0.12 0.35 -0.30 -0.070
O -0.49 1.54 3.13 -0.026
O -1.03 -2.96 -0.53 -0.099
O 2.52 0.43 -1.90 -0.025
O -2.76 0.53 -1.62 -0.026
O 0.54 -0.33 -3.64 -0.076
O -1.17 3.08 1.04 -0.022
O -1.99 -1.05 1.18 -0.038
O -3.69 1.16 1.12 -0.056
O -1.77 -1.61 -2.76 -0.095
H 2.43 0.69 -0.99 -0.010
H -2.09 1.15 -1.82 0.042
H -1.97 -1.88 0.68 0.037
H 0.86 -1.38 2.34 0.111
H 1.27 -1.25 -0.79 -0.013
H -3.22 0.93 -0.83 0.057
H 0.82 1.92 -0.82 -0.007
H -0.23 -0.44 -3.13 -0.051
H 1.83 -2.30 -1.68 0.097
H 4.07 -1.71 0.89 0.017
H -1.66 -1.28 2.04 0.055
H -2.12 -0.81 -2.37 -0.033
H -3.24 0.34 0.91 -0.020
H 3.19 -0.23 -1.79 0.045
H -1.98 3.00 0.54 0.044
H -0.83 -3.95 -0.63 0.121
H 1.50 3.20 -0.18 0.036
H -1.23 -2.14 -2.10 0.020
H 0.29 0.04 0.54 -0.012
H -4.48 0.86 1.63 0.074
H 0.43 0.16 2.46 0.027
H 2.45 1.21 1.69 0.048
H -0.95 -0.13 -0.23 0.005
H -0.14 -2.58 -0.35 0.010
H -1.32 1.12 3.43 0.070
H 3.61 0.62 0.98 0.026
H 2.75 -1.25 1.34 -0.022
H 1.33 -0.29 -3.02 -0.001
H -0.45 3.11 0.44 -0.007
H -0.87 2.00 2.41 -0.033
```

***

# 20
A cluster of 15 separate species, H30O15 in total at a distorted geometry, computed with ωB97M-V/def2-TZVPD.

Output
energy above the lowest of the compared OMol25 structures with the same formula, charge and spin: 5.405 eV
HOMO energy: -10.809 eV
gap between HOMO and LUMO: 10.432 eV
charge: 0

Structure (XYZ):
```
45
Properties=species:S:1:pos:R:3:lowdin_charge:R:1
O -1.60 2.67 -1.24 -0.083
O 3.34 0.20 0.10 -0.035
O -3.49 0.74 -0.94 -0.061
O -1.72 1.36 -4.34 -0.059
O -1.48 1.85 1.76 0.002
O 2.39 3.43 1.21 -0.113
O 0.48 4.07 -0.14 -0.053
O 0.31 -1.03 1.98 -0.038
O -0.16 -5.35 -1.47 0.013
O 0.23 -0.56 -0.60 -0.040
O 0.53 -2.08 -5.28 -0.022
O -3.50 -0.77 2.91 -0.026
O -1.78 -2.30 3.72 -0.039
O 3.25 -3.80 -2.42 -0.094
O 2.25 1.44 3.80 -0.076
H 1.94 4.36 1.09 0.074
H 0.63 -2.61 -4.56 -0.041
H 1.71 2.08 3.37 -0.017
H -1.58 0.75 -5.05 0.017
H -0.19 4.33 -0.71 -0.002
H 0.30 -5.59 -0.68 0.032
H 1.10 -0.28 -0.40 -0.029
H -0.05 -2.66 -5.82 0.066
H -1.67 2.24 -0.33 0.034
H -1.38 2.74 1.63 -0.016
H 0.54 4.88 0.41 0.053
H -0.18 -0.43 0.26 0.000
H 3.35 3.55 1.21 0.046
H -1.17 0.93 -3.65 0.035
H -2.54 0.84 -1.02 -0.016
H 3.50 0.46 1.03 0.049
H -1.69 -1.87 2.93 -0.072
H -0.12 -1.91 2.17 0.068
H -2.49 2.68 -1.63 0.053
H 2.64 -0.45 0.20 -0.006
H 3.70 -3.27 -3.07 0.014
H -1.85 -3.29 3.59 0.098
H -0.14 -4.47 -1.55 -0.049
H 2.61 1.84 4.65 0.078
H -0.71 1.51 2.24 0.052
H 3.54 -3.34 -1.55 0.086
H -3.65 -0.10 -0.43 0.058
H -2.76 -0.27 2.78 -0.046
H -3.65 -1.32 2.09 0.080
H 1.21 -1.18 1.74 0.027
```